49
Properties=species:S:1:pos:R:3:forces:R:3:nbo_charge:R:1 method="wB97M-V/def2-TZVPD" smiles="COc1ccc(OCCC(=O)OCC(=O)NCCc2ccccc2)cc1" mol_weight_da=357.41 lumo_ev=0.64 relative_energy_kcal_mol=22.8 gap_ev=9.0
C 4.86545 3.68882 0.28860 0.0 0.1 0.2 -0.252
O 4.58993 3.05094 -0.93458 -0.1 -0.1 -0.3 -0.492
C 3.32253 2.60578 -1.16298 -0.1 -0.1 -0.2 0.276
C 2.25398 2.73993 -0.28252 0.3 0.1 0.0 -0.275
C 1.00964 2.24782 -0.62673 -0.2 -0.2 -0.3 -0.255
C 0.79976 1.60506 -1.84172 0.1 0.2 0.3 0.342
O -0.48215 1.15426 -2.05928 0.1 0.0 0.3 -0.540
C -0.82445 0.59726 -3.30852 -0.2 -0.3 -0.5 -0.062
C -0.41390 -0.87791 -3.43154 0.0 0.3 0.3 -0.537
C -0.92194 -1.66448 -2.23917 0.5 0.0 -0.3 0.803
O -0.23726 -2.36053 -1.53990 0.0 0.0 0.0 -0.586
O -2.23315 -1.47013 -2.06413 -0.2 0.3 -0.2 -0.516
C -2.85185 -2.08653 -0.94513 -0.2 -0.5 0.6 -0.177
C -2.94562 -1.19607 0.30201 -0.1 -0.1 -0.7 0.662
O -3.68438 -1.50917 1.21037 -0.2 -0.3 0.2 -0.624
N -2.18398 -0.09088 0.28658 0.3 0.4 -0.2 -0.628
C -2.00326 0.71452 1.47025 0.1 0.1 0.2 -0.218
C -0.70038 0.34325 2.20035 -0.3 -0.1 -0.1 -0.431
C -0.75890 -1.09229 2.64062 0.2 0.1 0.1 -0.034
C -1.36466 -1.43555 3.84195 0.0 0.0 0.0 -0.151
C -1.48486 -2.76092 4.21579 -0.1 0.0 0.1 -0.220
C -1.00460 -3.76168 3.38853 0.0 -0.1 0.0 -0.220
C -0.39874 -3.42857 2.19029 0.0 -0.1 -0.1 -0.196
C -0.27505 -2.10133 1.81904 0.1 0.1 0.0 -0.230
C 1.86404 1.47796 -2.72618 -0.2 -0.1 0.0 -0.303
C 3.10636 1.97566 -2.38626 0.2 0.2 0.3 -0.219
H 4.27514 4.60330 0.40759 0.0 0.0 0.0 0.175
H 4.68307 3.02415 1.13920 0.0 0.0 0.0 0.176
H 5.92279 3.94632 0.25421 -0.1 0.0 0.1 0.202
H 2.37251 3.22838 0.67133 0.0 0.1 0.1 0.221
H 0.17528 2.36855 0.04547 -0.1 0.0 0.1 0.216
H -0.39519 1.18297 -4.12918 -0.1 0.0 0.1 0.187
H -1.91454 0.67124 -3.35466 0.2 0.0 -0.1 0.212
H 0.66952 -0.99362 -3.46489 -0.1 -0.1 0.0 0.236
H -0.84982 -1.29050 -4.34196 0.0 0.0 0.0 0.243
H -3.86103 -2.36850 -1.25096 0.1 0.1 0.1 0.220
H -2.29378 -2.98518 -0.65580 -0.1 0.2 0.0 0.234
H -1.57421 0.10875 -0.49453 -0.1 -0.1 0.0 0.416
H -2.85777 0.51928 2.12219 0.1 0.1 -0.1 0.234
H -1.99648 1.76977 1.18305 -0.1 0.0 0.1 0.195
H 0.14661 0.49296 1.52701 0.0 0.1 0.0 0.210
H -0.58571 1.00372 3.06164 0.1 0.0 0.0 0.215
H -1.75012 -0.65743 4.48578 0.0 0.1 0.1 0.196
H -1.96113 -3.01476 5.15162 0.0 0.0 0.1 0.209
H -1.10515 -4.79792 3.67678 0.0 -0.1 0.0 0.210
H -0.02357 -4.20149 1.53549 0.0 -0.1 -0.1 0.212
H 0.19675 -1.85595 0.87810 0.0 0.0 -0.1 0.225
H 1.74757 1.00038 -3.68576 0.0 -0.1 -0.1 0.217
H 3.93675 1.88038 -3.06743 0.1 0.0 -0.1 0.225

52
Properties=species:S:1:pos:R:3:forces:R:3:lowdin_charge:R:1 method="wB97M-V/def2-TZVPD" mol_weight_da=533.04 lumo_ev=0.19 relative_energy_kcal_mol=69.2 gap_ev=7.2
Sr -0.94760 0.81620 0.54880 9.1 -6.0 2.8 1.177
O 0.31560 2.53860 0.34410 0.5 1.5 -0.1 -0.377
C 1.40910 3.20970 0.31060 1.3 0.6 -0.2 -0.353
C 1.39850 4.63520 0.31400 -0.4 -0.4 0.1 -0.028
C 2.54120 5.38730 0.30690 0.3 -0.2 0.0 -0.101
C 3.79230 4.76220 0.29190 0.0 0.4 0.0 -0.118
C 3.85700 3.39270 0.25230 -0.4 -0.4 0.0 -0.059
C 2.70550 2.57900 0.23710 -0.9 1.5 0.2 -0.145
C 2.83710 1.16800 0.09930 -0.2 -1.7 -0.3 -0.127
N 1.88070 0.30750 0.01880 0.5 0.9 0.0 -0.017
C 2.26040 -1.06540 -0.20850 -0.1 -0.4 0.2 -0.232
C 1.38530 -2.02630 0.61530 0.4 0.5 -0.1 -0.250
N -0.01360 -1.79840 0.32570 -1.2 -0.4 -0.1 -0.025
C -0.73650 -2.86360 0.22100 1.2 0.1 0.2 -0.115
C -2.11170 -3.06120 -0.10890 -1.4 0.1 -0.2 -0.136
C -2.52010 -4.38270 -0.38700 0.2 0.1 0.1 -0.065
C -3.79990 -4.71370 -0.74290 -0.2 -0.3 -0.1 -0.121
C -4.77940 -3.71660 -0.80920 0.1 -0.2 0.0 -0.100
C -4.44780 -2.42850 -0.52260 -0.1 0.3 0.0 -0.029
C -3.11950 -2.03900 -0.19400 0.0 -1.1 -0.1 -0.375
O -2.87380 -0.82040 0.00970 0.4 0.9 -0.2 -0.333
H 0.43670 5.12770 0.33150 -0.2 0.0 0.0 0.101
H 2.47460 6.46750 0.32440 0.0 0.0 0.0 0.100
H 4.68420 5.36790 0.31170 0.2 0.0 0.0 0.091
H 4.82230 2.91100 0.22570 0.2 -0.1 0.0 0.103
H 3.88250 0.81200 0.00000 -0.2 0.0 0.1 0.124
H 3.31300 -1.23700 0.07290 -0.1 -0.1 -0.3 0.111
H 2.09110 -1.28380 -1.27170 0.2 -0.1 0.1 0.119
H 1.55830 -1.78360 1.67400 0.1 -0.4 -0.2 0.079
H 1.67210 -3.06360 0.36990 0.0 0.2 0.3 0.112
H -0.22990 -3.83510 0.38700 0.0 0.2 -0.1 0.119
H -1.77880 -5.16810 -0.34110 0.2 -0.1 0.1 0.103
H -4.06650 -5.73360 -0.97490 0.1 -0.1 0.0 0.091
H -5.79170 -3.97650 -1.08480 -0.1 0.0 0.0 0.100
H -5.18900 -1.63340 -0.55200 0.1 -0.1 0.0 0.095
N 0.63790 0.22500 4.10450 -0.6 0.0 1.1 0.112
C 0.93870 0.28430 2.99020 0.0 0.1 -0.5 -0.015
H 0.14970 0.20440 4.98690 0.4 0.0 -0.3 0.097
C -2.31300 1.46570 -1.00410 -2.1 1.5 -4.3 -0.428
As -3.40520 1.63560 0.52700 -1.0 1.8 1.0 0.640
C -5.19960 1.73140 0.14600 -1.8 0.1 -0.5 -0.218
C -2.64790 3.38830 0.79880 -0.9 1.7 0.1 -0.280
S -2.71060 0.79980 2.25740 -2.6 -0.5 4.3 0.185
H -2.88600 1.83170 -1.86080 0.0 0.0 0.1 0.096
H -1.98770 0.46330 -1.19770 -0.6 -0.3 -1.1 0.015
H -1.50180 2.15570 -0.80260 -0.3 1.0 -1.6 -0.012
H -5.31560 2.26830 -0.79840 -0.1 -0.1 0.1 0.057
H -5.69500 2.29920 0.93770 0.1 -0.1 -0.1 0.059
H -5.66490 0.74760 0.06520 0.2 0.1 0.0 0.048
H -2.79110 4.01030 -0.09750 0.1 0.0 0.2 0.060
H -1.56650 3.33170 1.00250 -0.4 -0.2 -0.2 0.017
H -3.09730 3.90710 1.65420 0.0 -0.2 -0.2 0.051